(1)
53
Properties=species:S:1:pos:R:3 method="wB97M-V/def2-TZVPD" de_lowest_kcal_mol=73.55 homo_energy_ev=-4.14 total_charge=-1 mol_weight_g_mol=332.39 homo_lumo_gap_ha=0.2428
C 1.36 -1.83 -0.28
C 1.89 -2.64 1.07
O 1.20 -2.40 2.25
C -0.15 -1.84 -0.10
N -0.61 -0.71 0.71
C -0.24 0.58 0.08
C 0.29 1.56 1.06
S 0.82 3.26 0.30
H 1.89 -0.82 -0.22
H 1.90 -2.45 -0.99
H 1.73 -3.71 0.72
H 2.87 -2.19 1.20
H 0.46 -1.78 2.15
H -0.61 -1.96 -1.12
H -0.48 -2.86 0.17
H -1.61 -0.82 0.83
H -0.96 0.98 -0.62
H 0.53 0.46 -0.67
H -0.33 2.03 1.84
H 1.22 1.37 1.68
H 2.55 0.25 -2.49
H 2.95 1.11 -3.73
O 2.24 0.58 -3.36
H -3.17 -2.02 1.78
H -2.39 -3.18 1.48
O -2.36 -2.46 2.12
H 3.21 2.93 0.24
H 3.10 2.93 -1.16
O 3.65 2.43 -0.51
H 0.61 -0.33 3.17
H 1.60 0.18 4.17
O 0.66 0.08 4.04
H -2.31 2.46 0.02
H -3.43 3.44 -0.09
O -3.28 2.52 0.13
H -1.97 0.82 3.34
H -2.38 2.32 3.10
O -2.70 1.44 3.32
H -1.98 -1.56 -3.55
H -3.14 -1.51 -2.44
O -2.85 -1.85 -3.29
H 1.03 -0.87 -3.03
H -0.05 -0.48 -4.01
O 0.12 -1.04 -3.25
H 0.02 2.30 -1.69
H 0.43 1.54 -2.95
O -0.25 2.12 -2.61
H -3.63 0.59 2.10
H -4.25 0.68 0.68
O -4.12 0.09 1.42
H 3.20 0.74 -0.77
H 4.34 -0.29 -1.20
O 3.39 -0.20 -1.07

=====

(2)
54
Properties=species:S:1:pos:R:3 method="wB97M-V/def2-TZVPD" de_lowest_kcal_mol=87.56 homo_energy_ev=-9.37 mol_weight_g_mol=317.33 homo_lumo_gap_ha=0.3464
C -1.28 1.52 -2.19
C -0.74 1.27 -1.01
N -0.44 -0.06 -0.62
C 0.78 -0.27 0.16
C 1.37 -2.37 1.37
C 0.48 -1.42 1.15
H -1.38 0.85 -3.03
H -1.77 2.45 -2.50
H -0.67 2.09 -0.23
H -0.45 -0.72 -1.36
H 0.99 0.65 0.78
H 1.76 -0.47 -0.29
H 1.35 -3.21 2.11
H 2.20 -2.59 0.78
H -0.49 -1.38 1.62
H 2.10 -0.05 -2.11
H 1.38 0.04 -3.67
O 1.47 -0.34 -2.80
H -0.16 -3.10 -0.65
H -1.13 -4.31 -0.38
O -1.05 -3.35 -0.37
H -1.80 -2.37 -2.65
H -0.91 -1.71 -3.69
O -1.25 -2.58 -3.44
H 1.36 -2.73 -2.80
H 2.27 -2.18 -1.78
O 1.98 -3.03 -2.12
H 2.28 2.15 -0.95
H 3.31 2.02 -2.09
O 2.83 1.50 -1.43
H -2.69 -0.88 2.01
H -2.28 -0.30 0.65
O -3.05 -0.56 1.17
H -2.65 2.42 1.32
H -2.40 2.18 2.80
O -1.92 2.35 1.98
H -0.76 1.23 2.40
H -0.28 0.85 3.86
O -0.33 0.53 2.95
H 2.14 2.85 3.19
H 2.75 1.51 2.89
O 2.97 2.46 2.88
H -3.29 1.64 -0.69
H -4.00 1.00 0.47
O -3.69 1.86 0.17
H 1.42 -0.49 2.74
H 2.70 -0.50 1.79
O 2.36 -0.19 2.63
H -2.11 -1.01 -0.87
H -2.79 -2.38 -0.85
O -2.74 -1.55 -1.34
H 1.30 3.81 0.71
H 2.76 3.23 0.98
O 2.16 3.63 0.34

=====

(3)
56
Properties=species:S:1:pos:R:3 method="wB97M-V/def2-TZVPD" de_lowest_kcal_mol=131.75 homo_energy_ev=-4.73 total_charge=-1 mol_weight_g_mol=351.32 homo_lumo_gap_ha=0.2584
C -0.52 3.70 0.07
O 0.45 3.53 -0.85
C -0.67 2.42 0.88
C -1.08 1.37 -0.20
C -0.28 0.18 -0.23
C -0.09 -0.67 0.81
O -0.63 -0.64 1.91
O 0.86 -1.76 0.54
H -1.49 3.94 -0.42
H -0.35 4.52 0.68
H 0.34 2.22 1.31
H -1.33 2.57 1.76
H -2.07 1.06 0.20
H -1.12 1.87 -1.22
H 0.35 0.05 -1.14
H 1.17 3.20 -0.23
H 1.64 -0.85 3.96
H 1.47 1.27 0.31
H 2.40 1.05 -0.97
O 2.36 1.29 -0.06
H 3.29 0.00 1.07
H 2.32 -1.12 1.35
O 2.89 -0.43 1.87
H -1.01 -1.43 -1.50
H -1.71 -1.01 -2.91
O -1.71 -1.69 -2.19
H 1.86 -2.33 -3.31
H 0.60 -2.08 -3.92
O 1.43 -1.60 -3.83
H 0.26 -0.91 3.25
H 1.08 -2.30 1.24
O 0.79 -1.10 4.08
H 3.08 0.97 -3.34
H 2.17 -0.02 -3.15
O 2.28 0.70 -2.70
H -2.96 -3.08 2.21
H -2.49 -1.59 2.30
O -3.05 -2.38 2.81
H -4.00 -2.05 -0.59
H -3.22 -2.43 -1.74
O -3.67 -2.82 -1.02
H 1.02 1.08 3.45
H 2.54 0.85 3.02
O 1.96 1.53 3.37
H 0.73 1.96 -2.96
H 0.08 3.27 -2.69
O 0.24 2.68 -3.39
H -1.07 -0.59 4.25
H -2.17 0.53 3.82
O -1.54 0.32 4.55
H 0.82 -3.08 -1.01
H 0.51 -4.49 -1.46
O 0.93 -3.70 -1.76
H -2.33 0.97 -3.78
H -0.85 0.89 -3.17
O -1.55 0.46 -3.65

=====

(4)
51
Properties=species:S:1:pos:R:3 method="wB97M-V/def2-TZVPD" de_lowest_kcal_mol=56.54 homo_energy_ev="-6.07 / -6.13" total_charge=-1 s2=3.795 spin_multiplicity=4 mol_weight_g_mol=271.58 homo_lumo_gap_ha="0.2540 / 0.3175"
Cr 12.96 -12.56 7.83
B 10.00 -12.68 8.23
H 9.95 -13.71 8.76
H 9.15 -12.71 7.44
H 9.73 -11.88 9.02
H 11.02 -12.47 7.72
B 13.31 -14.72 7.96
H 13.85 -14.16 8.77
H 12.20 -14.51 8.05
H 13.60 -14.28 6.96
H 13.47 -15.84 7.85
B 12.60 -12.13 9.92
H 12.07 -11.37 9.28
H 12.60 -11.77 11.01
H 12.01 -13.12 9.91
H 13.65 -12.30 9.56
B 14.91 -11.78 7.14
H 15.28 -12.75 7.66
H 15.85 -11.28 6.70
H 14.06 -11.86 6.41
H 14.54 -11.19 8.02
C 16.36 -13.70 4.87
O 17.09 -14.22 3.77
H 16.82 -13.83 5.85
H 15.99 -12.69 4.72
H 15.52 -14.40 4.97
H 16.75 -15.06 3.46
C 12.31 -13.27 4.25
O 12.05 -13.03 5.67
H 13.31 -12.86 4.12
H 12.31 -14.32 4.01
H 11.58 -12.62 3.77
H 11.26 -13.56 5.88
C 12.60 -16.64 11.06
O 11.72 -16.07 10.12
H 12.31 -16.46 12.10
H 12.60 -17.72 10.87
H 13.62 -16.24 11.04
H 12.09 -16.15 9.23
C 16.98 -13.70 9.50
O 17.88 -14.18 10.49
H 16.27 -13.04 10.00
H 17.51 -13.05 8.80
H 16.43 -14.45 8.93
H 17.88 -13.62 11.27
C 15.92 -17.05 6.47
O 14.61 -16.78 5.98
H 16.57 -17.03 5.60
H 16.22 -16.35 7.25
H 15.92 -18.06 6.91
H 14.24 -16.07 6.55

=====

(5)
55
Properties=species:S:1:pos:R:3 method="wB97M-V/def2-TZVPD" de_lowest_kcal_mol=73.50 homo_energy_ev=-8.58 mol_weight_g_mol=316.34 homo_lumo_gap_ha=0.3086
N -1.23 -1.02 -0.22
C -1.65 -2.26 -0.84
C -3.01 -2.46 -0.16
C -3.49 -1.09 0.59
C -2.25 -0.14 0.24
C -1.72 0.56 1.54
N -1.13 1.85 1.25
H -0.37 -0.53 -0.47
H -1.71 -2.15 -1.93
H -1.01 -3.13 -0.57
H -2.94 -3.27 0.60
H -3.56 -2.76 -1.02
H -4.38 -0.61 0.14
H -3.53 -1.28 1.67
H -2.45 0.53 -0.63
H -2.51 0.58 2.28
H -0.97 -0.13 1.91
H -0.13 1.88 1.17
H -1.60 2.69 1.52
H 3.70 -3.12 -0.69
H 2.38 -2.54 -1.23
O 2.73 -3.20 -0.56
H 0.99 -3.02 1.60
H 0.42 -1.65 1.17
O 0.96 -2.08 1.84
H 2.37 0.29 4.47
H 1.84 1.61 3.80
O 2.51 1.23 4.39
H 3.49 0.17 0.17
H 4.36 1.38 -0.23
O 4.41 0.46 0.07
H -1.43 -1.17 4.72
H -0.60 -0.54 3.72
O -1.04 -0.30 4.54
H 2.04 2.80 -1.22
H 2.63 3.06 0.25
O 2.60 2.43 -0.47
H -3.70 -1.76 -2.61
H -2.75 -0.72 -2.90
O -3.46 -1.20 -3.38
H 1.49 -0.15 1.31
H 1.93 1.05 0.51
O 1.43 0.81 1.32
H -2.08 3.16 -1.07
H -2.74 4.13 -0.29
O -2.49 4.04 -1.23
H 4.16 -0.94 -2.85
H 4.10 -0.32 -1.46
O 3.55 -0.45 -2.28
H 2.63 0.89 -3.68
H 1.38 0.18 -3.80
O 1.76 1.07 -4.05
H 0.47 2.01 -2.81
H -0.51 2.93 -2.19
O 0.09 2.21 -1.94

=====

(6)
56
Properties=species:S:1:pos:R:3 method="wB97M-V/def2-TZVPD" de_lowest_kcal_mol=0.00 homo_energy_ev="-2.26 / -7.83" s2=0.753 spin_multiplicity=2 mol_weight_g_mol=334.34 homo_lumo_gap_ha="0.0901 / 0.2952"
O 0.24 -2.73 -0.70
C -0.90 -2.65 -0.28
C -1.70 -1.39 -0.34
C -0.84 -0.16 -0.62
C 0.27 -0.08 0.39
C 0.96 1.05 0.66
N 2.03 0.95 1.67
H -1.36 -3.56 0.15
H -2.50 -1.45 -1.10
H -2.25 -1.28 0.62
H -0.41 -0.22 -1.64
H -1.50 0.79 -0.58
H 0.50 -1.00 0.91
H 0.87 2.07 0.22
H 2.93 1.21 1.26
H 2.13 -0.09 2.02
H 1.82 1.59 2.45
H 0.24 2.73 4.16
H -0.38 2.54 2.71
O 0.23 2.11 3.40
H -2.19 2.56 1.42
H -1.17 3.53 0.86
O -1.49 3.19 1.66
H -0.77 -2.95 3.21
H -0.94 -1.40 2.98
O -0.60 -2.27 2.55
H -1.50 -0.02 4.81
H -0.77 0.74 3.72
O -1.32 -0.03 3.85
H -3.86 2.92 -2.31
H -2.39 2.26 -2.33
O -3.15 2.52 -1.71
H 1.81 -0.64 -2.35
H 1.54 -1.78 -1.29
O 2.26 -1.24 -1.71
H 3.14 -0.09 -0.79
H 4.57 0.31 -0.55
O 3.70 0.54 -0.33
H 0.70 0.22 -4.18
H 1.85 1.06 -3.77
O 1.16 0.50 -3.44
H -0.31 1.55 -2.98
H -1.31 1.34 -4.20
O -1.18 1.81 -3.33
H 3.17 -3.59 0.19
H 1.64 -3.38 0.21
O 2.40 -3.50 0.72
H -4.29 1.77 1.10
H -3.39 1.81 -0.14
O -3.41 1.55 0.79
H -1.08 -0.75 -5.47
H -0.55 0.45 -6.27
O -0.65 0.12 -5.37
H 2.36 -2.27 1.96
H 1.09 -1.83 2.72
O 2.00 -1.60 2.56

=====

(7)
55
Properties=species:S:1:pos:R:3 method="wB97M-V/def2-TZVPD" de_lowest_kcal_mol=0.49 homo_energy_ev=-8.81 mol_weight_g_mol=336.40 homo_lumo_gap_ha=0.3237
C 0.23 -0.43 2.65
O 0.63 0.95 2.63
C 0.01 -1.11 1.30
C 0.14 -0.40 -0.03
C -0.05 -1.21 -1.26
S 0.01 -0.13 -2.85
C 1.67 0.36 -3.15
H -0.71 -0.48 3.25
H 1.14 -0.85 3.15
H 1.09 1.18 1.80
H 0.59 -2.07 1.42
H -1.01 -1.50 1.35
H 1.06 0.21 0.12
H -0.51 0.61 0.06
H -1.05 -1.70 -1.24
H 0.74 -1.99 -1.26
H 2.00 0.15 -4.19
H 1.75 1.47 -3.11
H 2.45 0.04 -2.45
H 1.52 4.00 -1.72
H 0.07 3.57 -2.01
O 1.00 3.43 -2.31
H -3.97 -1.28 2.08
H -4.30 -2.64 1.41
O -3.92 -2.24 2.19
H -2.43 -3.12 0.88
H -2.59 -3.73 -0.51
O -2.04 -3.12 -0.01
H 4.49 -0.49 -1.41
H 4.17 -1.60 -2.48
O 4.77 -0.87 -2.27
H 2.87 0.17 0.08
H 3.70 -0.45 1.17
O 3.56 -0.51 0.22
H -2.17 0.67 -1.57
H -3.36 1.78 -1.17
O -2.64 1.18 -0.89
H 3.10 2.10 -0.75
H 1.58 2.11 -0.75
O 2.34 1.85 -0.21
H -0.90 3.09 0.72
H -1.47 2.59 -0.63
O -0.69 3.06 -0.27
H 3.58 -3.11 0.52
H 2.64 -4.24 0.65
O 3.59 -4.07 0.65
H -0.65 2.17 2.40
H -0.39 3.67 2.70
O -1.03 3.08 2.28
H -3.33 -1.80 -0.81
H -3.96 -0.31 -0.62
O -4.06 -1.17 -1.03
H -2.92 1.34 2.50
H -3.02 0.99 0.94
O -3.32 0.78 1.83

=====

(8)
57
Properties=species:S:1:pos:R:3 method="wB97M-V/def2-TZVPD" de_lowest_kcal_mol=120.79 homo_energy_ev=-9.60 mol_weight_g_mol=352.33 homo_lumo_gap_ha=0.3537
O -1.54 -0.74 -1.46
C -0.73 -0.62 -0.60
O 0.25 -1.56 -0.56
C -0.26 0.54 0.24
C 0.33 1.47 -0.79
C -0.68 2.06 -1.84
C -0.20 2.24 -3.09
H 0.21 -2.29 -1.26
H -1.28 0.97 0.63
H 0.32 0.14 1.06
H 0.81 2.41 -0.33
H 1.05 0.87 -1.40
H -1.64 2.31 -1.54
H 0.80 2.29 -3.20
H -0.70 2.40 -3.96
H 2.34 4.14 0.09
H 3.10 2.75 -0.12
O 2.66 3.54 -0.59
H -4.48 -1.29 1.05
H -3.32 -0.39 0.64
O -3.55 -1.30 0.61
H 3.33 -2.27 0.17
H 2.11 -1.56 -0.28
O 2.94 -1.45 0.06
H -2.21 3.08 0.50
H -3.39 1.95 0.23
O -3.04 2.60 0.78
H 1.52 -0.21 2.77
H 2.78 -0.94 2.37
O 2.46 -0.41 3.08
H -1.29 -1.23 -3.31
H 0.34 -0.85 -2.91
O -0.24 -1.33 -3.53
H 3.54 0.90 1.34
H 3.68 0.49 -0.26
O 3.53 1.24 0.48
H -0.44 -0.53 4.57
H -1.33 0.15 3.45
O -0.56 -0.34 3.60
H -4.30 0.10 -1.33
H -2.82 0.38 -1.30
O -3.71 0.75 -1.05
H 3.03 0.41 -1.53
H 3.06 1.57 -2.39
O 2.90 0.69 -2.47
H -1.38 -3.49 2.76
H -0.42 -2.30 3.26
O -0.60 -3.30 3.24
H 1.51 -3.50 1.75
H 0.84 -3.12 0.43
O 1.69 -3.51 0.80
H -0.64 -3.09 -2.66
H 0.77 -3.64 -2.96
O 0.03 -3.71 -2.25
H -1.83 2.57 3.47
H -2.91 2.04 2.30
O -2.43 1.90 3.25